[1]
A structure of composition C44H47CrN5O4P2SSi. Source: OMol25; level of theory: ωB97M-V/def2-TZVPD.

Positions of all 105 atoms, in Å:
Cr  0.34086  0.09452  -0.01347
C  -2.94657  -2.83890  4.04569
C  -2.56973  -1.42404  3.81175
N  -2.70393  -0.43931  4.63916
N  -2.20841  0.63349  3.95634
C  -1.77382  0.33974  2.72418
S  -1.15551  1.36034  1.54249
N  -2.00342  -0.98725  2.64044
N  -1.81486  -1.72519  1.47766
H  -3.58071  -2.89592  4.92715
H  -2.05474  -3.44797  4.21171
H  -3.47910  -3.23527  3.17946
H  -2.20674  1.54368  4.37885
H  -1.40565  -2.62405  1.69763
H  -1.14992  -1.21474  0.89615
O  -0.58669  1.51986  -1.42958
P  -1.09691  1.40610  -2.84190
C  -2.14015  -0.07685  -3.04600
P  -1.46624  -1.69622  -2.50851
O  -0.83488  -1.72103  -1.14112
C  -3.04449  -2.61962  -2.35134
C  -3.44476  -3.64403  -3.20799
C  -4.62586  -4.33887  -2.97186
C  -5.41671  -4.01869  -1.87935
C  -5.02507  -3.00121  -1.01648
C  -3.84686  -2.30984  -1.24931
C  -0.64832  -2.59429  -3.84142
C  0.31647  -3.53042  -3.48367
C  0.96165  -4.26878  -4.46469
C  0.64761  -4.07148  -5.80378
C  -0.31116  -3.13205  -6.16158
C  -0.96256  -2.39495  -5.18070
C  0.06126  1.73845  -4.18235
C  1.25917  2.36597  -3.85263
C  2.17760  2.66163  -4.84888
C  1.90884  2.31550  -6.16753
C  0.71147  1.69061  -6.49342
C  -0.21734  1.40795  -5.50137
C  -2.31356  2.76133  -3.06464
C  -3.53862  2.70921  -2.39368
C  -4.42644  3.77219  -2.44721
C  -4.09638  4.91857  -3.15709
C  -2.87556  4.99426  -3.81047
C  -1.98885  3.92522  -3.76488
H  -2.53669  -0.14249  -4.06134
H  -2.97629  0.08782  -2.36887
H  -2.83100  -3.90748  -4.05956
H  -4.92353  -5.13702  -3.64101
H  -6.33191  -4.56780  -1.69381
H  -5.63750  -2.75327  -0.15757
H  -3.52453  -1.54156  -0.55624
H  0.56679  -3.66046  -2.43563
H  1.71821  -4.99261  -4.18842
H  1.14530  -4.65234  -6.57127
H  -0.54668  -2.96742  -7.20641
H  -1.71530  -1.66902  -5.46945
H  1.46719  2.60505  -2.81405
H  3.11260  3.14566  -4.59601
H  2.63914  2.52525  -6.93967
H  0.50273  1.41305  -7.51925
H  -1.15348  0.92322  -5.76194
H  -3.79710  1.84010  -1.79965
H  -5.37715  3.70551  -1.93169
H  -4.78765  5.75160  -3.19755
H  -2.60791  5.88725  -4.36212
H  -1.03945  4.00694  -4.27443
C  3.90870  -1.73309  2.83816
Si  2.22009  -1.51892  2.02581
C  2.20709  -2.77449  0.62280
C  1.01621  -2.17696  3.34866
N  1.74046  0.02654  1.45962
C  2.42244  1.22966  1.60832
C  2.16964  2.32840  0.75220
C  2.84141  3.53470  0.87985
C  3.80491  3.71542  1.86238
C  4.05840  2.66174  2.73112
C  3.38065  1.45862  2.61996
H  4.11681  -2.80717  2.89933
H  3.93672  -1.33602  3.85738
H  4.71872  -1.26597  2.26922
H  2.31203  -3.79261  1.01855
H  3.04373  -2.58626  -0.05838
H  1.28557  -2.72805  0.03008
H  1.57791  -2.73130  4.10922
H  0.28911  -2.88183  2.92697
H  0.47722  -1.37170  3.85664
H  1.43540  2.23996  -0.04294
H  2.60434  4.34344  0.19652
H  4.33828  4.65396  1.95171
H  4.79640  2.78056  3.51704
H  3.58468  0.67473  3.33526
O  0.71859  -0.44019  -3.20251
C  1.75392  -0.49327  -2.51977
O  1.80198  -0.34771  -1.26686
C  3.04934  -0.69756  -3.24142
C  3.04952  -0.96577  -4.60490
C  4.25170  -1.10728  -5.28369
C  5.45488  -0.97106  -4.60242
C  5.45612  -0.71442  -3.23664
C  4.25448  -0.58305  -2.55500
H  2.10206  -1.05148  -5.12443
H  4.24851  -1.32877  -6.34470
H  6.39280  -1.07126  -5.13683
H  6.39395  -0.61608  -2.70372
H  4.23180  -0.38504  -1.49125

Values from the calculation:
Largest force on an atom   0.918 eV/Å
HOMO (alpha / beta)   -6.251 / -6.436 eV
Lowest unoccupied orbital energy (alpha / beta)   0.0140 / 0.0139 Eh
2S+1   5
Expectation value of S²   6.02

Results of the Mulliken charge analysis, in e, for atoms 1 through 8: 1.440 -1.310 1.121 -0.948 0.281 0.103 -0.403 0.425

[2]
A structure of composition C44H47N3O3P2RuS. Source: OMol25; level of theory: ωB97M-V/def2-TZVPD.

Positions of all 101 atoms, in Å:
Ru  0.77814  0.41741  0.06691
O  1.70237  3.49539  0.93955
S  0.71620  2.45474  1.21481
C  0.66834  2.16892  2.96756
C  1.02372  3.16784  3.85786
C  0.75122  2.95847  5.20224
C  0.11623  1.79255  5.62135
C  -0.19998  0.79065  4.71485
C  0.10767  0.97119  3.36922
P  0.05924  -0.35704  2.15300
C  -1.54188  -1.15139  2.41021
C  -1.74550  -2.52648  2.51550
C  -3.02379  -3.02191  2.72874
C  -4.10371  -2.15514  2.82778
C  -3.90991  -0.78342  2.71190
C  -2.63635  -0.28309  2.50842
C  1.37720  -1.47930  2.68017
C  2.59993  -1.51949  2.01251
C  3.62258  -2.32996  2.48318
C  3.43560  -3.09740  3.62376
C  2.22119  -3.05722  4.29709
C  1.19528  -2.25151  3.83127
C  -0.97786  3.07140  1.06114
C  -1.45087  4.09354  1.86862
C  -2.79220  4.44306  1.78002
C  -3.64647  3.77521  0.90890
C  -3.16046  2.77476  0.07753
C  -1.81508  2.43619  0.14729
P  -0.99969  1.33148  -0.99839
C  -0.40381  2.34318  -2.34886
C  -0.57254  3.72720  -2.33307
C  -0.09522  4.48659  -3.39035
C  0.56118  3.87379  -4.44786
C  0.74233  2.49490  -4.45948
C  0.26581  1.73118  -3.41158
C  -2.14869  0.12494  -1.67832
C  -2.67073  0.30955  -2.96085
C  -3.58955  -0.59814  -3.46832
C  -3.98868  -1.68603  -2.70565
C  -3.46852  -1.87329  -1.42938
C  -2.54860  -0.97541  -0.91738
H  1.49118  4.07845  3.50637
H  1.01829  3.71497  5.92776
H  -0.11193  1.65511  6.66963
H  -0.66297  -0.12526  5.05864
H  -0.91761  -3.21990  2.45440
H  -3.17269  -4.08848  2.83015
H  -5.09562  -2.54704  3.00907
H  -4.75008  -0.10654  2.78921
H  -2.49375  0.79019  2.43310
H  2.78671  -0.92940  1.12168
H  4.56874  -2.35839  1.95957
H  4.23606  -3.72454  3.99239
H  2.07232  -3.65292  5.18745
H  0.25635  -2.23349  4.36866
H  -0.80154  4.60853  2.56285
H  -3.17755  5.23404  2.40929
H  -4.69209  4.04900  0.86719
H  -3.81234  2.27671  -0.62965
H  -1.08705  4.21756  -1.51762
H  -0.24794  5.55722  -3.39287
H  0.92477  4.47013  -5.27414
H  1.24708  2.02163  -5.29093
H  0.39103  0.65489  -3.43756
H  -2.37544  1.15933  -3.56125
H  -3.99814  -0.44849  -4.45849
H  -4.70874  -2.38840  -3.10399
H  -3.78637  -2.71716  -0.83092
H  -2.14571  -1.13732  0.07333
N  4.83229  3.77903  -0.88661
C  4.62900  2.33379  -0.53952
C  3.17478  2.02051  -0.91584
O  2.71530  0.92404  -0.40772
O  2.59760  2.79734  -1.64879
H  4.88771  4.37556  -0.06099
H  3.97466  4.02150  -1.43161
H  5.65960  3.94666  -1.45905
H  4.82283  2.16389  0.51517
H  5.31440  1.73021  -1.13063
C  -0.04707  -5.27526  -2.94595
C  1.21995  -4.70778  -2.32870
N  1.24854  -3.22957  -2.31106
C  1.61969  -2.56787  -3.56858
C  0.41543  -2.00177  -4.31317
C  0.89039  -2.52964  -1.24129
C  0.38462  -3.25177  -0.03724
N  0.95320  -1.20836  -1.20364
H  0.00702  -6.36324  -2.95097
H  -0.17152  -4.94994  -3.97784
H  -0.93473  -4.98194  -2.38351
H  2.09657  -5.02599  -2.89192
H  1.35864  -5.07164  -1.31495
H  2.12122  -3.31322  -4.18199
H  2.37464  -1.80252  -3.36082
H  -0.26266  -2.79890  -4.61144
H  0.74258  -1.48747  -5.21709
H  -0.15812  -1.30307  -3.70214
H  1.16264  -3.87062  0.41038
H  -0.46136  -3.88934  -0.29471
H  0.06039  -2.52388  0.69320
H  1.36266  -0.83707  -2.05617

Values from the calculation:
Largest force on an atom   0.650 eV/Å
HOMO (alpha / beta)   -16.279 / -16.213 eV
Lowest unoccupied orbital energy (alpha / beta)   -0.3253 / -0.3458 Eh
Net charge   +3
2S+1   2
Expectation value of S²   0.76

Results of the Mulliken charge analysis, in e, for atoms 1 through 8: -0.531 -0.868 1.798 -0.247 -0.403 -0.861 -0.819 -0.647

[3]
A structure of composition C44H48BCdFN8Si. Source: OMol25; level of theory: ωB97M-V/def2-TZVPD.

Positions of all 104 atoms, in Å:
Cd  0.90727  -0.26301  2.44059
C  1.70616  3.01713  2.41105
C  0.96463  2.77075  1.12208
C  1.47078  3.21739  -0.03617
C  -0.39840  2.36110  -1.58422
N  -1.05359  1.55846  0.62751
N  -0.32839  2.24520  1.36679
B  -1.94887  0.05697  -1.30091
N  -3.00680  0.06828  -0.17897
C  -4.06785  0.88428  -0.00208
C  -4.55673  0.68480  1.26874
C  -3.69753  -0.28378  1.82307
C  -3.76358  -0.93086  3.16927
N  -2.77867  -0.64290  0.94205
N  -0.41041  -2.34145  -1.14178
C  0.12009  -3.44872  -1.69807
C  0.97997  -4.00754  -0.78380
C  0.91989  -3.15883  0.32746
C  1.65039  -3.32681  1.61708
N  0.07325  -2.14524  0.10091
N  -2.63169  0.56222  -2.61431
C  -3.92937  0.41383  -2.96011
C  -4.06572  0.73382  -4.29238
C  -2.76342  1.04285  -4.71326
C  -2.29719  1.46178  -6.07060
N  -1.91429  0.92165  -3.70458
H  2.53297  3.70897  2.25753
H  2.11880  2.07716  2.78989
H  1.02506  3.41013  3.16553
H  2.36381  3.83499  0.02880
H  -0.44602  2.02496  -2.61610
H  -4.41336  1.55477  -0.77183
H  -5.39377  1.17655  1.73767
H  -4.73148  -1.41478  3.31533
H  -3.62575  -0.19902  3.96770
H  -2.97470  -1.67890  3.24489
H  -0.16429  -3.77404  -2.68380
H  1.57097  -4.90181  -0.89717
H  1.97320  -4.36125  1.72642
H  0.99868  -3.07539  2.45610
H  2.53293  -2.68541  1.65893
H  -4.66583  0.07790  -2.24996
H  -4.96851  0.73497  -4.88315
H  -3.14280  1.53703  -6.75288
H  -1.58296  0.74243  -6.47803
H  -1.79743  2.43113  -6.02114
F  7.41045  -0.04091  2.94088
C  6.05720  -0.13956  2.83567
C  5.42131  0.45300  1.76624
C  4.03634  0.33634  1.68079
C  3.25711  -0.34450  2.62096
C  3.97314  -0.91937  3.67961
C  5.35818  -0.83049  3.80130
H  5.99903  0.99379  1.02545
H  3.55152  0.80635  0.82371
H  3.44267  -1.46549  4.45678
H  5.89099  -1.27974  4.63179
C  0.64186  -1.86572  5.58766
C  0.51787  -0.34234  5.60158
C  -0.26513  0.09221  6.84714
C  -0.15209  0.18150  4.33143
H  1.02981  -2.24122  6.53926
H  1.31358  -2.19460  4.79102
H  -0.34029  -2.31823  5.41628
H  1.52775  0.07837  5.67646
H  -1.28296  -0.30721  6.80514
H  -0.33192  1.18126  6.89952
H  0.20631  -0.26868  7.76767
H  -0.19563  1.27465  4.37684
H  -1.19134  -0.16409  4.31458
C  -0.03564  5.11166  -2.26927
C  -1.33637  4.64877  -1.79327
C  -1.50389  3.37307  -1.44171
C  -0.65530  1.08098  -0.71017
C  0.98121  3.00297  -1.43555
C  1.04113  4.33528  -2.15986
Si  0.99608  0.16301  -0.30975
C  1.89768  -0.44124  -1.86010
C  1.78055  0.07736  -3.15305
C  2.70455  -0.25130  -4.13467
C  3.75766  -1.11037  -3.84763
C  3.87385  -1.65957  -2.57691
C  2.96139  -1.31262  -1.59211
C  -1.60680  -1.67494  -1.73232
C  -2.79839  -2.48072  -1.29785
C  -3.70664  -2.99195  -2.16901
C  -3.50992  -2.91173  -3.56383
C  -2.32672  -2.32024  -4.05068
C  -1.40729  -1.77536  -3.21389
H  0.04119  6.10152  -2.70559
H  -2.15861  5.35380  -1.75266
H  -2.46658  3.01573  -1.10711
H  1.70980  2.33144  -1.90980
H  2.01704  4.67038  -2.49756
H  0.94157  0.72002  -3.40524
H  2.60866  0.16998  -5.12908
H  4.49444  -1.34447  -4.60702
H  4.68740  -2.33597  -2.34325
H  3.07944  -1.71464  -0.59068
H  -2.89873  -2.62306  -0.23280
H  -4.57420  -3.51563  -1.78219
H  -4.23067  -3.34656  -4.24428
H  -2.13774  -2.32401  -5.11873
H  -0.48538  -1.36862  -3.61025

Values from the calculation:
Largest force on an atom   1.412 eV/Å
HOMO (alpha / beta)   -4.240 / -4.639 eV
Lowest unoccupied orbital energy (alpha / beta)   0.0913 / 0.0820 Eh
Net charge   -1
2S+1   2
Expectation value of S²   0.79

Results of the Mulliken charge analysis, in e, for atoms 1 through 8: -0.419 -1.603 1.525 -1.463 0.294 0.460 -1.328 1.228